No. 1
Here is C32H41BrN8O5P2S2Sn as an isolated structure from OMol25. Energies are from wB97M-V/def2-TZVPD.

Lowest unoccupied orbital energy, eV: -0.3
Spin multiplicity: 1

Positions of all 92 atoms, in Å:
Sn1 0.22 0.25 0.10
C1 0.60 -6.09 -0.03
C2 0.17 -5.28 1.14
N1 -0.59 -5.69 2.10
N2 -0.70 -4.59 2.92
C3 -0.02 -3.52 2.50
S1 0.10 -2.01 3.22
N3 0.54 -3.97 1.34
N4 1.36 -3.27 0.46
H1 0.38 -7.13 0.16
H2 1.67 -5.95 -0.21
H3 0.07 -5.76 -0.93
H4 -1.25 -4.63 3.75
H5 2.06 -2.77 1.00
H6 0.80 -2.59 -0.04
O1 0.20 -0.75 -4.21
C4 -0.13 -1.31 -3.19
O2 0.77 -1.61 -2.22
C5 -1.53 -1.70 -2.80
P1 -2.02 -1.12 -1.08
C6 -2.75 0.48 -1.36
C7 -1.84 1.45 -2.12
C8 -2.54 2.79 -2.25
C9 -3.62 3.14 -1.51
C10 -4.29 2.23 -0.64
C11 -3.84 0.92 -0.61
C12 -3.43 -2.25 -0.76
C13 -3.25 -3.31 0.14
C14 -4.27 -4.22 0.38
C15 -5.49 -4.08 -0.29
C16 -5.67 -3.03 -1.18
C17 -4.65 -2.12 -1.42
H7 -1.56 -2.79 -2.75
H8 -2.24 -1.34 -3.54
H9 -1.66 1.05 -3.13
H10 -2.08 3.52 -2.91
H11 -4.02 4.15 -1.61
H12 -5.16 2.53 -0.06
H13 -4.38 0.20 -0.01
H14 -2.30 -3.41 0.66
H15 -4.13 -5.04 1.07
H16 -6.29 -4.79 -0.11
H17 -6.62 -2.92 -1.70
H18 -4.79 -1.29 -2.11
C18 -0.39 1.67 -1.51
H19 0.36 1.63 -2.31
H20 -0.36 2.68 -1.08
O3 3.17 -1.20 1.93
H21 2.35 -1.16 2.45
H22 2.95 -0.76 1.08
N5 5.23 2.17 -0.04
C19 5.40 0.69 -0.24
P2 4.01 0.38 -1.45
O4 3.99 1.75 -2.12
O5 2.81 -0.06 -0.66
C20 4.47 -0.90 -2.65
N6 3.28 -1.08 -3.51
H23 4.53 2.37 0.67
H24 4.75 2.43 -0.99
H25 6.09 2.67 0.16
H26 5.26 0.13 0.68
H27 6.38 0.50 -0.67
H28 4.67 -1.82 -2.11
H29 5.37 -0.59 -3.19
H30 1.66 -1.31 -2.52
H31 3.46 -1.73 -4.26
H32 2.98 -0.21 -3.93
Br1 -4.71 3.52 4.05
C21 -3.39 2.66 3.03
C22 -3.36 1.28 2.96
C23 -2.37 0.69 2.19
N7 -1.45 1.39 1.52
C24 -1.51 2.72 1.58
C25 -2.46 3.40 2.33
H33 -4.08 0.67 3.49
H34 -2.30 -0.39 2.11
H35 -0.77 3.27 1.01
H36 -2.47 4.48 2.35
S2 2.22 3.00 4.04
C26 1.63 1.72 3.03
N8 1.65 1.94 1.77
C27 2.16 3.21 1.49
C28 2.30 3.76 0.22
C29 2.81 5.04 0.11
C30 3.18 5.78 1.25
C31 3.05 5.24 2.52
C32 2.54 3.94 2.62
H37 1.25 0.80 3.46
H38 2.00 3.19 -0.65
H39 2.90 5.50 -0.87
H40 3.55 6.79 1.14
H41 3.33 5.80 3.40

Löwdin atomic charge list, values in e, 8 entries:
1. Sn 1.128
2. C -0.005
3. C -0.345
4. N 0.120
5. N 0.017
6. C -0.804
7. S 0.582
8. N -0.090

---

No. 2
Here is C32H41N5SV as an isolated structure in a non-equilibrium geometry from OMol25. Energies are from wB97M-V/def2-TZVPD.

Lowest unoccupied orbital energy (alpha / beta), eV: 2.4 / 2.4
Spin multiplicity: 3
Total charge: -1

Positions of all 80 atoms, in Å:
V1 -0.33 -0.17 0.29
N1 2.72 -3.43 3.00
N2 1.65 2.39 0.77
C1 -2.36 -0.21 0.04
C2 -2.00 -0.11 1.44
C3 -1.31 -1.32 1.76
C4 -1.21 -1.90 3.08
H1 -1.60 -1.26 3.88
H2 0.44 -2.67 3.94
H3 -1.58 -2.93 3.21
C5 -1.12 -2.10 0.60
C6 -0.73 -3.55 0.59
H4 -1.54 -4.24 0.32
H5 -0.33 -3.86 1.57
H6 0.07 -3.67 -0.15
C7 -1.81 -1.44 -0.45
C8 -2.16 -2.12 -1.73
H7 -1.23 -2.48 -2.22
H8 -2.66 -1.37 -2.35
H9 -2.83 -2.98 -1.48
C9 -2.45 0.89 2.42
H10 -3.43 0.67 2.87
H11 -2.53 1.88 1.96
H12 -1.73 0.95 3.24
C10 -3.23 0.73 -0.70
H13 -2.87 0.83 -1.73
H14 -3.17 1.73 -0.24
H15 -4.27 0.37 -0.70
C11 4.03 -3.61 2.88
H16 4.43 -4.56 3.24
C12 4.95 -2.70 2.34
H17 6.00 -2.99 2.25
C13 4.42 -1.48 1.93
H18 5.04 -0.76 1.40
C14 3.04 -1.22 2.09
H19 2.58 -0.27 1.67
C15 2.15 -2.18 2.73
C16 0.83 -1.86 3.28
H20 0.67 -0.76 3.36
C17 0.52 2.15 0.07
C18 1.60 3.62 1.36
H21 2.26 3.99 2.18
C19 0.60 4.34 0.76
H22 0.23 5.35 0.79
N3 -0.10 3.42 -0.02
C20 -1.27 3.69 -0.77
C21 -2.29 4.54 -0.28
C22 -3.28 4.98 -1.18
H23 -4.05 5.67 -0.82
C23 -3.33 4.55 -2.51
C24 -4.43 5.01 -3.40
H24 -4.74 4.23 -4.12
H25 -4.16 5.89 -4.00
H26 -5.32 5.30 -2.81
C25 -2.32 3.68 -2.96
H27 -2.33 3.31 -3.98
C26 -1.30 3.25 -2.10
C27 -0.24 2.37 -2.68
H28 0.74 2.46 -2.19
H29 -0.14 2.59 -3.75
H30 -0.54 1.32 -2.61
C28 -2.46 4.99 1.13
H31 -1.60 5.55 1.52
H32 -2.70 4.17 1.83
H33 -3.37 5.61 1.14
S1 1.34 -0.87 -1.49
C29 2.24 -2.36 -1.45
N4 2.26 -3.19 -0.40
C30 3.10 -4.40 -0.38
C31 4.38 -4.12 -1.13
C32 4.08 -3.66 -2.54
N5 2.98 -2.68 -2.54
H34 1.79 -2.90 0.45
H35 2.55 -5.23 -0.86
H36 3.28 -4.67 0.66
H37 4.99 -5.02 -1.18
H38 4.96 -3.36 -0.59
H39 3.78 -4.50 -3.18
H40 4.97 -3.19 -2.98
H41 2.80 -2.14 -3.36

Löwdin atomic charge list, values in e, 8 entries:
1. V 0.479
2. N 0.059
3. N -0.034
4. C -0.331
5. C -0.341
6. C -0.369
7. C 0.015
8. H 0.089

---

No. 3
Here is C32H41NO2P2V as an isolated structure in a non-equilibrium geometry from OMol25. Energies are from wB97M-V/def2-TZVPD.

Lowest unoccupied orbital energy (alpha / beta), eV: -4.9 / -4.6
Spin multiplicity: 3
Total charge: +1

Positions of all 79 atoms, in Å:
C1 -0.82 3.59 -3.85
C2 -0.60 2.26 -3.46
C3 0.71 1.72 -3.54
C4 1.77 2.45 -4.14
C5 1.51 3.81 -4.48
C6 0.25 4.37 -4.32
C7 2.99 1.80 -4.32
C8 3.16 0.43 -4.09
C9 2.06 -0.26 -3.52
C10 2.06 -1.67 -3.36
C11 3.26 -2.35 -3.54
C12 4.43 -1.67 -3.94
C13 4.36 -0.31 -4.24
H1 -1.82 4.02 -3.75
H2 2.33 4.39 -4.90
H3 0.06 5.42 -4.54
H4 3.83 2.39 -4.69
H5 3.31 -3.42 -3.35
H6 5.36 -2.23 -4.06
H7 5.23 0.24 -4.58
N1 1.08 0.52 -2.97
V1 0.34 -0.06 -0.44
C14 -1.76 1.46 -2.89
H8 -1.92 0.51 -3.42
H9 -2.71 2.01 -2.95
C15 0.83 -2.42 -2.87
H10 -0.09 -2.12 -3.40
H11 0.95 -3.51 -2.95
P1 -1.49 1.06 -1.10
P2 0.45 -2.18 -1.05
C16 1.80 -3.11 -0.28
H12 1.67 -3.08 0.81
H13 1.78 -4.15 -0.65
H14 2.76 -2.64 -0.53
C17 -1.03 -3.19 -0.74
H15 -0.78 -4.26 -0.88
H16 -1.37 -3.03 0.30
H17 -1.84 -2.90 -1.41
C18 -1.38 2.72 -0.34
H18 -2.28 3.31 -0.55
H19 -1.24 2.60 0.75
H20 -0.50 3.24 -0.74
C19 -3.00 0.25 -0.52
H21 -2.97 0.20 0.58
H22 -3.90 0.80 -0.86
H23 -3.03 -0.78 -0.92
C20 2.06 0.53 -0.17
O1 3.20 0.78 -0.03
H24 0.28 -0.06 -2.60
C21 2.11 1.95 4.38
C22 1.43 0.85 3.57
C23 2.28 -0.43 3.67
C24 0.00 0.58 4.00
C25 -0.55 1.13 5.14
C26 -1.86 0.86 5.54
C27 -2.64 0.00 4.77
C28 -2.16 -0.56 3.59
C29 -3.02 -1.51 2.77
C30 -3.06 -2.91 3.39
C31 -4.44 -0.98 2.60
C32 -0.81 -0.27 3.16
O2 -0.35 -0.73 2.05
H25 2.25 1.63 5.42
H26 1.52 2.86 4.37
H27 3.10 2.16 3.97
H28 1.38 1.16 2.52
H29 2.40 -0.69 4.73
H30 1.81 -1.27 3.15
H31 3.28 -0.26 3.25
H32 0.06 1.79 5.76
H33 -2.26 1.30 6.46
H34 -3.65 -0.24 5.10
H35 -2.52 -1.59 1.79
H36 -3.54 -2.87 4.37
H37 -3.64 -3.58 2.75
H38 -2.05 -3.30 3.52
H39 -4.45 0.07 2.28
H40 -4.98 -1.59 1.86
H41 -4.98 -1.06 3.56

Löwdin atomic charge list, values in e, 8 entries:
1. C -0.039
2. C -0.222
3. C -0.146
4. C -0.148
5. C -0.002
6. C -0.060
7. C 0.047
8. C -0.145

---

No. 4
Here is C32H42BI2IrN8S2 as an isolated structure from OMol25. Energies are from wB97M-V/def2-TZVPD.

Lowest unoccupied orbital energy (alpha / beta), eV: -1.1 / -3.8
Spin multiplicity: 5

Positions of all 88 atoms, in Å:
Ir1 0.06 0.33 0.16
C1 -0.80 -4.49 -2.55
C2 -0.42 -3.04 -2.60
C3 -0.07 -2.29 -3.69
C4 0.20 -0.99 -3.23
N1 0.02 -0.96 -1.89
N2 -0.36 -2.23 -1.53
B1 -0.67 -2.65 -0.09
N3 -1.86 -1.85 0.47
N4 -1.81 -0.50 0.70
C5 -3.02 -0.13 1.18
C6 -3.83 -1.28 1.22
C7 -3.06 -2.33 0.78
C8 -3.46 -3.77 0.67
C9 -3.59 1.23 1.61
C10 -4.62 1.65 0.55
C11 -2.59 2.37 1.81
C12 -4.32 1.04 2.95
N5 0.56 -2.48 0.80
N6 1.10 -1.26 1.11
C13 2.18 -1.47 1.90
C14 2.30 -2.86 2.07
C15 1.27 -3.45 1.39
C16 0.95 -4.91 1.28
C17 3.19 -0.52 2.55
C18 2.85 0.97 2.56
C19 3.37 -0.93 4.02
C20 4.54 -0.71 1.83
C21 0.62 0.08 -4.23
C22 0.93 1.46 -3.67
C23 -0.53 0.24 -5.25
C24 1.88 -0.41 -4.96
H1 -0.77 -4.90 -3.56
H2 -0.12 -5.06 -1.92
H3 -1.81 -4.62 -2.15
H4 -0.02 -2.64 -4.72
H5 -0.97 -3.81 -0.10
H6 -4.85 -1.34 1.55
H7 -4.49 -3.88 0.98
H8 -3.37 -4.14 -0.36
H9 -2.84 -4.41 1.31
H10 -4.16 1.74 -0.44
H11 -5.44 0.93 0.47
H12 -5.05 2.62 0.82
H13 -2.42 2.92 0.87
H14 -3.00 3.09 2.52
H15 -1.64 2.04 2.21
H16 -5.06 0.25 2.91
H17 -3.61 0.81 3.75
H18 -4.83 1.98 3.20
H19 3.05 -3.37 2.65
H20 1.69 -5.47 1.84
H21 -0.04 -5.13 1.69
H22 0.96 -5.25 0.24
H23 1.78 1.16 2.68
H24 3.35 1.46 3.40
H25 3.21 1.47 1.65
H26 2.46 -0.74 4.59
H27 3.62 -1.99 4.13
H28 4.18 -0.35 4.46
H29 4.44 -0.49 0.76
H30 5.29 -0.04 2.26
H31 4.90 -1.74 1.92
H32 0.06 1.89 -3.17
H33 1.76 1.43 -2.98
H34 1.20 2.13 -4.50
H35 -1.43 0.61 -4.76
H36 -0.24 0.96 -6.03
H37 -0.77 -0.71 -5.74
H38 2.71 -0.53 -4.25
H39 1.71 -1.37 -5.45
H40 2.18 0.31 -5.72
S1 -0.99 2.12 -0.77
C25 0.20 3.36 -0.50
C26 -0.18 4.69 -0.47
C27 0.76 5.69 -0.23
C28 0.34 7.07 -0.19
N7 0.01 8.17 -0.18
C29 2.10 5.34 -0.04
C30 2.49 4.01 -0.09
C31 1.54 3.02 -0.31
S2 2.03 1.34 -0.35
C32 3.10 6.37 0.19
N8 3.90 7.18 0.36
H41 -1.22 4.96 -0.61
H42 3.53 3.74 0.05
I1 -0.55 0.08 4.12
I2 0.26 3.21 4.07

Löwdin atomic charge list, values in e, 8 entries:
1. Ir 0.976
2. C -0.008
3. C -0.256
4. C 0.011
5. C -0.203
6. N 0.054
7. N 0.018
8. B -0.541

---

No. 5
Here is C32H42Br48Cl3FI2N3O as an isolated structure in a non-equilibrium geometry from OMol25. Energies are from wB97M-V/def2-TZVPD.

Lowest unoccupied orbital energy, eV: -3.9
Spin multiplicity: 1
Total charge: +1

Positions of all 132 atoms, in Å:
C1 2.51 -0.39 1.48
C2 1.17 0.22 1.96
C3 0.32 -0.75 2.82
C4 0.38 0.86 0.81
C5 0.08 -0.08 -0.39
C6 -1.38 -0.36 -0.74
C7 -1.54 -1.80 -1.37
I1 -1.35 -3.29 0.19
C8 -0.61 -2.08 -2.58
C9 -0.19 -3.54 -2.77
I2 -1.56 -1.54 -4.45
C10 -2.49 -0.23 0.37
N1 -3.41 0.86 -0.05
C11 -3.24 2.16 0.63
C12 -3.04 3.32 -0.33
O1 -2.12 3.42 -1.10
Cl1 -4.24 4.60 -0.25
C13 -3.20 0.84 -1.44
N2 -4.19 0.99 -2.26
F1 -3.87 0.99 -3.56
C14 -5.64 1.14 -1.89
Cl2 -6.53 1.47 -3.39
C15 -6.14 -0.15 -1.19
C16 -5.60 -1.43 -1.84
Cl3 -7.92 -0.17 -1.14
N3 -1.90 0.59 -1.81
H1 2.58 -0.48 0.39
H2 3.37 0.20 1.81
H3 2.63 -1.40 1.89
H4 1.43 1.06 2.62
H5 0.96 -1.53 3.24
H6 -0.49 -1.21 2.27
H7 -0.09 -0.21 3.68
H8 -0.52 1.35 1.20
H9 1.02 1.67 0.44
H10 0.57 0.36 -1.27
H11 0.56 -1.05 -0.24
H12 -2.57 -1.90 -1.71
H13 0.31 -1.49 -2.54
H14 0.31 -3.63 -3.74
H15 -1.06 -4.21 -2.82
H16 0.53 -3.85 -2.01
H17 -2.13 -0.10 1.39
H18 -3.12 -1.12 0.45
H19 -2.40 2.13 1.33
H20 -4.13 2.38 1.23
H21 -5.74 2.04 -1.30
H22 -5.85 -0.08 -0.14
H23 -4.70 -1.79 -1.31
H24 -6.34 -2.23 -1.74
H25 -5.36 -1.29 -2.90
H26 -1.29 1.42 -1.76
C17 -0.22 -7.07 1.99
Br1 -0.68 -5.67 3.24
Br2 -1.77 -7.81 1.14
Br3 1.09 -6.48 0.71
H27 0.24 -7.86 2.56
C18 2.97 -9.87 0.55
Br4 1.80 -10.09 -0.97
Br5 1.97 -9.83 2.20
Br6 4.34 -11.22 0.58
H28 3.45 -8.91 0.45
C19 4.40 -7.37 4.53
Br7 3.67 -5.60 4.45
Br8 3.23 -8.56 5.49
Br9 4.84 -8.05 2.79
H29 5.32 -7.31 5.09
C20 6.29 -4.99 0.75
Br10 6.00 -3.75 2.20
Br11 4.63 -5.58 -0.03
Br12 7.48 -4.27 -0.57
H30 6.77 -5.86 1.18
C21 -8.55 3.29 1.97
Br13 -6.79 2.73 1.38
Br14 -9.77 3.42 0.50
Br15 -9.21 2.14 3.36
H31 -8.43 4.28 2.39
C22 10.02 -1.93 -2.95
Br16 10.53 -2.33 -1.14
Br17 8.84 -3.27 -3.67
Br18 9.27 -0.17 -3.11
H32 10.92 -1.95 -3.55
C23 -2.49 8.15 0.88
Br19 -4.33 8.55 0.52
Br20 -1.38 9.71 0.81
Br21 -2.29 7.20 2.55
H33 -2.17 7.48 0.09
C24 -0.82 11.89 -2.67
Br22 -1.08 13.79 -2.48
Br23 -2.51 10.97 -2.76
Br24 0.31 11.47 -4.17
H34 -0.32 11.54 -1.78
C25 5.67 -2.08 7.38
Br25 5.05 -0.26 7.41
Br26 4.48 -3.26 8.33
Br27 5.99 -2.70 5.59
H35 6.62 -2.10 7.90
C26 -1.53 -12.57 2.65
Br28 -3.23 -11.69 2.84
Br29 -0.62 -12.02 1.05
Br30 -0.44 -12.32 4.22
H36 -1.72 -13.63 2.56
C27 1.10 10.18 -7.91
Br31 1.69 8.48 -7.20
Br32 2.50 11.49 -7.82
Br33 0.40 10.00 -9.69
H37 0.30 10.52 -7.28
C28 -4.08 7.76 5.93
Br34 -3.91 9.62 6.37
Br35 -3.35 6.63 7.30
Br36 -5.90 7.30 5.52
H38 -3.50 7.59 5.03
C29 -0.01 15.84 -6.16
Br37 -1.80 15.33 -5.68
Br38 0.95 14.37 -6.95
Br39 0.00 17.39 -7.30
H39 0.50 16.11 -5.25
C30 7.59 -6.12 -6.58
Br40 6.18 -5.76 -7.83
Br41 6.91 -6.37 -4.79
Br42 8.67 -7.61 -7.13
H40 8.23 -5.25 -6.56
C31 0.03 -9.16 7.64
Br43 -1.22 -9.13 6.17
Br44 -0.87 -9.23 9.34
Br45 1.27 -10.62 7.42
H41 0.60 -8.25 7.61
C32 -0.23 5.88 -2.56
Br46 -1.66 7.15 -2.26
Br47 0.60 6.18 -4.26
Br48 1.03 5.91 -1.11
H42 -0.68 4.90 -2.57

Löwdin atomic charge list, values in e, 8 entries:
1. C -0.050
2. C -0.393
3. C -0.065
4. C -0.150
5. C -0.130
6. C -0.418
7. C -0.675
8. I 1.050

---

What is the formula in the fourth record?
C32H42BI2IrN8S2

---

What did the fourth record say?
Here is C32H42BI2IrN8S2 as an isolated structure from OMol25. Energies are from wB97M-V/def2-TZVPD.

Lowest unoccupied orbital energy (alpha / beta), eV: -1.1 / -3.8
Spin multiplicity: 5

Positions of all 88 atoms, in Å:
Ir1 0.06 0.33 0.16
C1 -0.80 -4.49 -2.55
C2 -0.42 -3.04 -2.60
C3 -0.07 -2.29 -3.69
C4 0.20 -0.99 -3.23
N1 0.02 -0.96 -1.89
N2 -0.36 -2.23 -1.53
B1 -0.67 -2.65 -0.09
N3 -1.86 -1.85 0.47
N4 -1.81 -0.50 0.70
C5 -3.02 -0.13 1.18
C6 -3.83 -1.28 1.22
C7 -3.06 -2.33 0.78
C8 -3.46 -3.77 0.67
C9 -3.59 1.23 1.61
C10 -4.62 1.65 0.55
C11 -2.59 2.37 1.81
C12 -4.32 1.04 2.95
N5 0.56 -2.48 0.80
N6 1.10 -1.26 1.11
C13 2.18 -1.47 1.90
C14 2.30 -2.86 2.07
C15 1.27 -3.45 1.39
C16 0.95 -4.91 1.28
C17 3.19 -0.52 2.55
C18 2.85 0.97 2.56
C19 3.37 -0.93 4.02
C20 4.54 -0.71 1.83
C21 0.62 0.08 -4.23
C22 0.93 1.46 -3.67
C23 -0.53 0.24 -5.25
C24 1.88 -0.41 -4.96
H1 -0.77 -4.90 -3.56
H2 -0.12 -5.06 -1.92
H3 -1.81 -4.62 -2.15
H4 -0.02 -2.64 -4.72
H5 -0.97 -3.81 -0.10
H6 -4.85 -1.34 1.55
H7 -4.49 -3.88 0.98
H8 -3.37 -4.14 -0.36
H9 -2.84 -4.41 1.31
H10 -4.16 1.74 -0.44
H11 -5.44 0.93 0.47
H12 -5.05 2.62 0.82
H13 -2.42 2.92 0.87
H14 -3.00 3.09 2.52
H15 -1.64 2.04 2.21
H16 -5.06 0.25 2.91
H17 -3.61 0.81 3.75
H18 -4.83 1.98 3.20
H19 3.05 -3.37 2.65
H20 1.69 -5.47 1.84
H21 -0.04 -5.13 1.69
H22 0.96 -5.25 0.24
H23 1.78 1.16 2.68
H24 3.35 1.46 3.40
H25 3.21 1.47 1.65
H26 2.46 -0.74 4.59
H27 3.62 -1.99 4.13
H28 4.18 -0.35 4.46
H29 4.44 -0.49 0.76
H30 5.29 -0.04 2.26
H31 4.90 -1.74 1.92
H32 0.06 1.89 -3.17
H33 1.76 1.43 -2.98
H34 1.20 2.13 -4.50
H35 -1.43 0.61 -4.76
H36 -0.24 0.96 -6.03
H37 -0.77 -0.71 -5.74
H38 2.71 -0.53 -4.25
H39 1.71 -1.37 -5.45
H40 2.18 0.31 -5.72
S1 -0.99 2.12 -0.77
C25 0.20 3.36 -0.50
C26 -0.18 4.69 -0.47
C27 0.76 5.69 -0.23
C28 0.34 7.07 -0.19
N7 0.01 8.17 -0.18
C29 2.10 5.34 -0.04
C30 2.49 4.01 -0.09
C31 1.54 3.02 -0.31
S2 2.03 1.34 -0.35
C32 3.10 6.37 0.19
N8 3.90 7.18 0.36
H41 -1.22 4.96 -0.61
H42 3.53 3.74 0.05
I1 -0.55 0.08 4.12
I2 0.26 3.21 4.07

Löwdin atomic charge list, values in e, 8 entries:
1. Ir 0.976
2. C -0.008
3. C -0.256
4. C 0.011
5. C -0.203
6. N 0.054
7. N 0.018
8. B -0.541

---

Which formula does entry 1 have?
C32H41BrN8O5P2S2Sn

---

The highest spin multiplicity belongs to which entry?
C32H42BI2IrN8S2